No. 1
39
Properties=species:S:1:pos:R:3:nbo_charge:R:1 method="wB97M-V/def2-TZVPD" multiplicity=4 e_homo_ev="-4.7 / -5.2" e_tot_ha=-2890.6526 homo_lumo_gap_ev="7.69 / 8.17" total_charge=-1 relative_energy_ev=0.458
Co 0.64886 0.50214 -0.94083 1.19
O 0.00219 3.15595 0.87659 -1.03
S 0.99310 2.74405 -0.12910 2.50
O 2.03150 3.66269 -0.42988 -0.97
O 0.24068 2.26138 -1.42025 -1.06
O 1.63651 1.35752 0.37641 -1.08
F 3.73160 -2.27204 -5.47131 -0.36
C 3.07611 -1.69629 -4.38254 0.37
C 3.57400 -0.55690 -3.74545 -0.31
C 2.79157 0.12086 -2.78793 -0.20
C 1.49908 -0.30271 -2.51337 -0.46
C 1.05872 -1.42063 -3.12233 -0.23
C 1.82057 -2.20141 -4.02582 -0.31
H 4.59678 -0.31090 -3.77525 0.21
H 3.14909 1.04787 -2.32825 0.22
H 0.00254 -1.62121 -3.02944 0.19
H 1.36525 -3.05392 -4.52110 0.21
C 0.16930 0.44792 4.08588 -0.63
C -1.00069 0.91335 3.23820 -0.71
Sb -0.82956 0.15304 1.20753 1.07
C -2.68495 0.88253 0.42962 -0.76
C -3.09069 2.41046 0.49560 -0.64
C -1.66480 -1.91740 1.33874 -0.74
C -0.54623 -2.96422 1.49320 -0.63
H -0.09591 -0.43478 4.67710 0.19
H 0.52060 1.21901 4.79695 0.21
H 1.03400 0.10380 3.47086 0.21
H -1.00184 1.97876 3.17117 0.25
H -1.91190 0.39530 3.62352 0.21
H -3.39503 0.17547 0.99674 0.19
H -2.67044 0.54893 -0.60981 0.21
H -3.40416 2.59272 1.52209 0.19
H -3.84134 2.79596 -0.17165 0.20
H -2.16072 2.97022 0.40400 0.26
H -2.22737 -1.96583 0.40345 0.21
H -2.41237 -1.90160 2.16104 0.20
H 0.15538 -2.98687 0.65449 0.22
H -1.10840 -3.93252 1.49885 0.19
H -0.05104 -2.90072 2.48231 0.20

***

No. 2
54
Properties=species:S:1:pos:R:3:nbo_charge:R:1 method="wB97M-V/def2-TZVPD" multiplicity=2 e_homo_ev="-7.8 / -7.8" e_tot_ha=-16408.8817 homo_lumo_gap_ev="8.04 / 8.04" total_charge=0
Yb 0.08843 -0.20229 0.62266 1.69
Br 0.70920 5.26826 -2.92055 0.10
C 0.35766 4.15113 -1.44855 -0.15
C 0.77221 4.51541 -0.16546 -0.18
Br 1.65442 6.15103 0.12543 0.10
C 0.53486 3.65391 0.90383 -0.15
Br 1.07305 4.05335 2.66225 0.09
C -0.09976 2.42679 0.71796 0.19
O -0.25992 1.54422 1.72084 -0.85
C -0.53726 2.06092 -0.58493 0.30
O -1.08451 0.85491 -0.74926 -0.84
C -0.29842 2.93804 -1.64226 -0.20
Br -0.84804 2.34237 -3.34398 0.08
C 3.69392 1.76983 -0.53865 -0.72
C 2.64992 1.15918 -1.42482 0.74
N 2.76939 1.33628 -2.74547 -0.78
O 1.69802 0.51829 -0.97077 -0.69
H 4.10029 2.68488 -0.96702 0.23
H 4.50546 1.05211 -0.40465 0.25
H 3.25596 1.96628 0.43702 0.26
H 3.50064 1.90580 -3.12978 0.41
H 2.03249 0.99557 -3.34290 0.42
C -3.24546 1.68692 1.80421 -0.96
As -2.72145 0.11953 2.77004 1.51
C -4.33378 -0.48107 3.61317 -0.97
C -1.57526 0.52853 4.24215 -0.96
S -2.02146 -1.52685 1.58410 -0.62
H -4.33069 1.65543 1.71960 0.24
H -2.78416 1.68063 0.82107 0.28
H -2.92227 2.56121 2.36560 0.25
H -4.73632 0.31868 4.23453 0.24
H -4.10972 -1.35373 4.22189 0.25
H -5.04675 -0.74679 2.83561 0.25
H -1.95460 1.42866 4.72610 0.24
H -0.56023 0.69935 3.89858 0.28
H -1.63032 -0.31879 4.92325 0.24
S 3.72585 -4.18822 -2.19773 -0.16
C 3.05389 -3.22821 -1.03037 -0.12
S 3.99365 -2.34583 0.14395 0.45
C 2.56482 -1.65609 0.83968 -0.09
N 1.48170 -2.09464 0.25416 -0.45
N 1.75617 -2.94668 -0.79467 -0.27
C 0.62812 -3.39674 -1.54825 0.21
C -0.23040 -2.44174 -2.07037 -0.25
C -1.36834 -2.84741 -2.75178 -0.18
C -1.62283 -4.20088 -2.92336 -0.21
C -0.74152 -5.14495 -2.41189 -0.19
C 0.38951 -4.74986 -1.71412 -0.22
S 2.48651 -0.48214 2.09258 -0.23
H -0.00444 -1.38307 -1.98841 0.23
H -2.04142 -2.10049 -3.15100 0.22
H -2.50753 -4.51809 -3.45934 0.22
H -0.94089 -6.19924 -2.55121 0.22
H 1.08164 -5.47365 -1.30873 0.24

***

No. 3
38
Properties=species:S:1:pos:R:3:nbo_charge:R:1 method="wB97M-V/def2-TZVPD" multiplicity=2 e_homo_ev="-17.3 / -17.4" e_tot_ha=-2261.1073 homo_lumo_gap_ev="8.25 / 8.90" total_charge=+2
V -0.58474 0.90660 0.00314 1.62
O 2.36842 -0.52536 -1.97535 -0.35
C 1.93427 0.25850 -1.24271 0.81
O 0.69068 -0.12752 -0.44564 -0.61
C 2.32616 1.66036 -0.86893 -0.37
C 2.15902 1.90257 0.63500 0.12
C 2.81355 3.19362 1.07616 -0.44
C 1.87772 4.27774 0.48726 -0.44
C 0.83335 3.46411 -0.24105 0.11
O 0.68836 2.26507 0.67533 -0.52
C 1.36893 2.76484 -1.48770 -0.35
C 0.24676 2.18896 -2.33094 0.76
O 0.23472 2.08904 -3.50378 -0.41
O -0.84139 1.71389 -1.56916 -0.65
H 3.35454 1.79864 -1.19673 0.30
H 2.31007 1.04116 1.27820 0.25
H 3.83061 3.24877 0.69095 0.26
H 2.86150 3.25185 2.16013 0.26
H 2.37979 4.95958 -0.19698 0.26
H 1.41601 4.86822 1.27432 0.26
H -0.14492 3.92221 -0.34983 0.26
H 1.93829 3.43604 -2.12742 0.30
C -4.95277 -0.80176 2.50808 -0.64
C -3.83996 0.23570 2.57989 -0.57
S -3.65091 1.22565 1.07121 1.27
O -2.07518 1.37869 0.90282 -0.85
C -4.00796 0.12582 -0.30417 -0.60
C -2.98802 -0.97016 -0.53916 -0.57
H -5.08240 -1.20333 3.51242 0.28
H -4.71740 -1.63064 1.84413 0.22
H -5.90660 -0.35981 2.21847 0.24
H -2.85224 -0.18253 2.77740 0.25
H -4.05462 0.98601 3.34140 0.27
H -4.10697 0.79500 -1.16026 0.28
H -4.99913 -0.28209 -0.09325 0.29
H -1.95590 -0.61055 -0.70769 0.15
H -3.22201 -1.46726 -1.48057 0.29
H -2.95103 -1.71788 0.25052 0.25

***

For reference, strongest force on any atom by record: 3.14; 1.45; 1.66 eV/A.